Record 1
One molecule with the formula H7N3P2 at a distorted geometry, computed with the ωB97M-V functional and the def2-TZVPD basis.

Atoms and positions in Å:
P  -0.5797  1.7031  0.8268
N  -1.3583  0.8940  -0.5297
N  -1.4721  -0.5385  -0.6173
N  -0.2676  -1.1594  -0.9278
P  1.1098  -0.9321  -0.2810
H  -0.2514  0.5935  1.5286
H  -1.6876  1.5811  1.7567
H  -0.8970  1.3280  -1.2532
H  -2.1918  -0.7253  -1.2692
H  1.9987  -1.6129  -1.1131
H  1.8650  -1.0979  1.0819
H  1.7464  0.3749  -0.3893

Atomic forces in eV per Å
-2.3 -0.2 0.1
-0.8 -0.4 2.3
1.1 1.8 2.1
-1.2 -0.6 -0.7
3.5 1.1 1.0
1.4 -1.5 0.6
0.1 0.8 -0.4
1.1 0.5 -3.0
-0.3 -0.5 -0.9
-0.1 -0.3 0.2
-1.6 -0.3 -1.2
-0.8 -0.4 -0.1

Properties
Relative energy (zero: lowest compared OMol25 entry of this formula, charge and spin) in kcal/mol: 113.8
2S+1: 1
E_LUMO in eV: 0.70
SMILES string: PNNN=[PH3]
Charge: 0
Gap between HOMO and LUMO in eV: 8.8

---

Record 2
C17H21N3O4S2 as an isolated structure at a distorted geometry, computed with the ωB97M-V functional and the def2-TZVPD basis.

Atoms and positions in Å:
C  -3.9839  0.0045  2.5804
H  -4.8335  0.4680  2.7151
H  -3.8407  -0.8735  2.9623
H  -3.1768  0.5935  2.8566
C  -3.8463  -0.3377  0.8330
N  -2.6821  -0.9442  0.7334
C  -1.5078  -0.5199  1.1701
O  -1.1653  0.6887  1.3946
N  -0.4010  -1.2538  0.6008
C  -0.3398  -2.5427  0.1062
O  -1.4425  -2.8694  -0.2383
C  0.8874  -3.0551  -0.1468
H  1.2216  -3.4475  -1.2293
H  0.9777  -4.0553  0.4526
O  2.0211  -2.4249  0.4391
C  2.8733  -1.8551  -0.1118
O  2.9781  -2.0974  -1.3784
C  3.9059  -1.1057  0.6688
H  4.8603  -1.6256  0.7843
H  3.4243  -0.7030  1.6324
C  4.4175  0.1644  -0.2675
C  4.4508  1.5025  0.8500
H  5.2953  1.3883  1.5475
H  4.7844  2.3248  0.2700
S  3.0482  2.0458  1.3844
C  1.8715  1.8143  0.4234
N  1.6492  0.6412  -0.4000
C  0.5929  1.1765  -1.2361
C  0.0586  0.1115  -2.0982
C  -0.9638  0.4248  -2.8506
C  -1.7027  1.7401  -2.7031
C  -1.3425  2.4803  -1.7902
C  -0.1435  2.2340  -0.9179
S  0.5560  2.9437  0.3346
H  -1.8974  3.3415  -1.4526
H  -2.5553  2.0575  -3.1943
H  -1.3122  -0.1930  -3.8741
H  0.7127  -0.7209  -2.1480
H  3.7726  0.4123  -0.9943
H  5.3370  0.0973  -0.4989
H  0.6441  -0.9782  1.0964
H  -2.8013  -1.7020  0.4901
C  -4.0196  1.1473  0.3054
H  -3.1699  1.6835  0.6698
H  -4.9801  1.7363  0.3941
H  -3.6427  0.9929  -0.8090
H  -4.5894  -0.9104  0.6438

Atomic forces in eV per Å
2.2 0.6 -6.1
-4.6 2.1 1.1
0.1 -5.2 2.7
1.5 1.4 0.1
-0.8 10.0 7.2
4.6 14.1 4.8
3.7 4.0 -3.8
-1.8 -3.2 1.3
6.2 0.3 4.6
-6.0 6.7 0.8
-1.1 -4.3 -1.4
7.1 -7.5 -2.0
-1.3 1.5 2.1
-0.8 1.3 -1.1
-9.1 -3.6 8.3
8.6 2.4 -11.0
0.7 1.8 2.9
0.1 3.0 -1.0
-0.7 -0.6 0.5
1.0 -0.8 -1.3
-4.8 0.8 8.4
5.3 -3.9 -5.3
-1.0 -0.3 0.4
1.0 0.6 -1.2
-0.3 3.3 9.3
-5.9 -5.0 -6.5
-1.0 7.0 0.8
1.0 -7.2 0.2
1.9 2.3 0.8
-4.1 0.2 -5.4
0.6 -7.1 -4.3
3.8 6.0 8.9
-2.7 -0.6 -4.0
1.9 3.1 3.2
-0.3 0.4 -0.4
-1.5 -0.3 -1.6
0.9 1.2 3.3
0.1 -1.0 -0.4
-2.0 0.6 -2.5
6.5 -0.9 -2.0
-4.3 -0.2 -1.8
-1.2 -17.4 -5.6
1.5 -1.9 -3.6
0.2 0.6 0.7
1.0 -1.3 0.0
-1.4 0.9 1.6
-4.8 -3.9 -1.6

Properties
Relative energy (zero: lowest compared OMol25 entry of this formula, charge and spin) in kcal/mol: 354.6
2S+1: 1
E_LUMO in eV: 0.32
Charge: 0
Gap between HOMO and LUMO in eV: 7.9

---

Record 3
C49H62N5O3SSeTi as an isolated structure at a distorted geometry, computed with the ωB97M-V functional and the def2-TZVPD basis.

Atoms and positions in Å:
Ti  -0.8614  1.4052  -0.1812
C  -2.4700  -6.2273  1.8204
C  -1.7978  -5.5822  0.6068
C  -0.3805  -6.1628  0.4786
C  -2.6091  -5.9421  -0.6503
C  -1.7364  -4.0614  0.7282
C  -1.0544  -3.3114  -0.2210
C  -1.0288  -1.9378  -0.1177
Se  -0.0780  -0.9354  -1.4418
C  1.6509  -0.8323  -0.6170
C  2.5629  -1.7662  -1.0641
C  3.8518  -1.7928  -0.5585
C  4.1367  -0.8240  0.3834
C  3.2594  0.1675  0.8407
C  1.9279  0.1883  0.3316
O  0.9509  1.0629  0.6547
C  3.9325  1.1012  1.8678
C  5.2045  1.7092  1.2505
C  3.0800  2.2721  2.3179
C  4.2974  0.2868  3.1205
C  4.8630  -2.8219  -1.0490
C  6.2135  -2.6857  -0.3443
C  5.0797  -2.6346  -2.5585
C  4.3243  -4.2366  -0.7804
C  -1.6991  -1.2081  0.8828
O  -1.6013  0.1337  0.8181
C  -2.3938  -1.9594  1.8603
C  -2.3661  -3.3529  1.7363
C  -3.0986  -1.4444  3.1321
C  -2.1720  -1.7381  4.3248
C  -3.4190  0.0436  3.1482
C  -4.4343  -2.1909  3.3249
H  -2.4567  -7.3134  1.7070
H  -1.9395  -5.9780  2.7436
H  -3.5127  -5.9137  1.9181
H  -0.4246  -7.2549  0.4668
H  0.1092  -5.8388  -0.4421
H  0.2403  -5.8512  1.3225
H  -2.6854  -7.0285  -0.7586
H  -3.6174  -5.5257  -0.5855
H  -2.1372  -5.5390  -1.5487
H  -0.5284  -3.7803  -1.0442
H  2.2339  -2.4791  -1.8125
H  5.1337  -0.8198  0.8040
H  4.9639  2.2319  0.3209
H  5.6391  2.4318  1.9464
H  5.9681  0.9607  1.0316
H  2.7709  2.8592  1.4586
H  2.2129  1.9315  2.8719
H  3.6704  2.9176  2.9736
H  5.0367  -0.4878  2.9112
H  4.7093  0.9472  3.8897
H  3.4051  -0.1962  3.5244
H  6.6795  -1.7164  -0.5410
H  6.1120  -2.8151  0.7367
H  6.8902  -3.4613  -0.7102
H  5.4568  -1.6306  -2.7676
H  5.8049  -3.3634  -2.9328
H  4.1466  -2.7681  -3.1108
H  4.1498  -4.3766  0.2889
H  3.3829  -4.4135  -1.3057
H  5.0465  -4.9864  -1.1159
H  -2.8627  -3.9224  2.5111
H  -1.2742  -1.1179  4.2601
H  -2.6850  -1.5033  5.2629
H  -1.8722  -2.7898  4.3480
H  -2.5278  0.6541  3.0835
H  -4.0855  0.2963  2.3336
H  -3.9259  0.2823  4.0898
H  -4.2992  -3.2275  3.6437
H  -5.0204  -1.6870  4.0968
H  -5.0136  -2.1873  2.3979
N  -5.2306  1.1822  -0.0135
C  -3.9514  1.5058  -0.3441
S  -3.0789  2.6479  0.6056
N  -3.4650  0.9493  -1.4186
N  -2.1611  1.2628  -1.6643
C  -1.7804  1.4401  -2.9313
C  -2.7254  1.5208  -4.0690
C  -3.7576  0.5986  -4.2610
C  -4.6742  0.7738  -5.2861
C  -4.5830  1.8667  -6.1372
C  -3.5509  2.7776  -5.9695
C  -2.6312  2.6050  -4.9469
C  -0.3836  1.7277  -3.0701
C  0.3049  1.7134  -4.2923
C  1.6513  1.9815  -4.3158
C  2.3055  2.2851  -3.1176
C  1.5791  2.2571  -1.9529
N  0.2705  1.9697  -1.9015
H  -5.7131  1.8264  0.5867
H  -5.7732  0.6968  -0.7096
H  -3.8335  -0.2554  -3.6081
H  -5.4707  0.0520  -5.4189
H  -5.3126  2.0075  -6.9243
H  -3.4684  3.6327  -6.6299
H  -1.8421  3.3365  -4.8108
H  -0.2400  1.4595  -5.1914
H  2.2030  1.9527  -5.2476
H  3.3618  2.5141  -3.0964
H  2.0538  2.4723  -1.0044
O  -0.3777  2.3051  4.0084
C  -0.3466  3.7074  4.1735
C  -0.6942  4.5026  2.9161
C  0.4109  4.4052  1.8457
C  0.0163  4.8506  0.4641
C  0.3978  6.1235  0.0373
C  0.0445  6.5710  -1.2199
C  -0.7302  5.7473  -2.0173
C  -1.0617  4.4988  -1.5369
N  -0.6606  4.0172  -0.3572
H  0.2186  2.0125  3.3156
H  0.6296  4.0338  4.5573
H  -1.0875  3.9201  4.9452
H  -0.8260  5.5494  3.2058
H  -1.6448  4.1466  2.5317
H  0.7438  3.3776  1.7570
H  1.2466  5.0150  2.1893
H  0.9743  6.7493  0.7068
H  0.3556  7.5485  -1.5662
H  -1.0645  6.0623  -2.9969
H  -1.6764  3.8343  -2.1308

Atomic forces in eV per Å
0.8 1.9 0.8
0.0 0.0 0.0
0.0 0.0 0.0
0.0 0.0 0.0
0.0 0.0 0.1
0.0 -0.1 -0.1
0.0 0.1 0.0
0.0 0.1 -0.2
0.1 -0.1 0.5
-0.2 0.0 -0.2
-0.1 0.0 0.0
0.1 0.0 0.0
0.1 -0.1 0.0
-0.1 0.1 0.0
-0.2 0.0 0.0
0.8 0.0 -0.2
0.0 0.0 0.0
0.1 0.0 0.0
0.0 0.1 -0.1
0.0 0.1 0.0
0.0 -0.1 0.0
0.0 0.0 0.0
0.0 0.0 0.0
0.0 0.1 0.0
0.1 -0.4 0.0
-1.2 -2.0 1.3
0.1 0.4 0.0
0.1 -0.1 0.0
0.1 -0.1 0.1
0.0 0.0 0.0
0.0 -0.1 0.0
0.0 0.0 0.0
0.0 0.0 0.0
-0.1 0.0 0.0
0.1 0.0 0.0
0.0 0.0 0.0
0.0 0.0 0.0
0.0 0.0 0.0
0.0 0.1 0.0
0.0 0.0 0.0
0.0 0.0 0.0
0.0 0.0 0.0
0.1 0.0 0.0
-0.1 0.0 0.0
0.0 0.0 0.0
0.0 0.0 0.0
0.0 0.1 0.0
-0.2 0.1 0.0
-0.2 0.0 0.0
0.0 0.0 0.0
0.0 0.0 0.0
0.0 0.0 0.0
0.0 0.0 0.0
0.0 0.0 0.0
0.0 0.0 0.0
0.0 0.0 0.0
0.0 0.0 0.0
0.0 0.0 0.0
0.1 0.0 0.0
0.0 0.0 0.0
0.0 0.0 0.0
0.0 0.0 0.0
0.0 0.1 -0.1
0.0 -0.1 0.0
0.0 0.0 0.0
0.0 0.1 0.0
0.1 0.2 -0.1
-0.1 0.2 -0.2
0.1 0.0 -0.1
-0.1 0.1 0.0
0.0 0.0 0.0
0.0 0.0 0.1
0.0 0.0 0.0
0.3 0.4 0.3
0.0 -0.1 0.1
-0.1 -0.5 -0.6
-0.4 0.4 -1.3
-0.6 -0.2 0.4
-0.1 0.0 0.0
0.1 0.0 -0.1
0.0 0.0 0.0
0.0 0.0 0.0
0.0 0.0 -0.1
0.0 0.0 0.1
0.4 0.1 0.0
-0.1 0.0 0.0
0.1 0.0 0.1
-0.1 0.0 -0.2
0.1 0.1 0.2
0.2 -0.3 -1.0
0.0 0.0 0.1
0.0 0.0 0.0
0.0 0.0 0.1
0.0 0.0 0.0
0.0 0.0 0.0
0.0 0.0 0.0
0.0 0.0 0.0
0.1 0.0 0.0
0.0 0.0 0.0
0.0 0.0 0.0
-0.1 -0.1 0.1
-0.3 -0.2 0.1
0.1 0.2 -0.1
0.2 0.0 -0.1
-0.4 -0.1 0.0
0.0 0.1 -0.4
-0.1 0.1 0.1
0.0 0.1 0.1
-0.1 0.1 -0.1
-0.1 -0.2 0.0
0.7 0.4 0.8
0.1 0.1 -0.2
0.0 0.0 0.0
0.0 0.0 0.0
0.0 0.0 -0.1
-0.2 -0.1 -0.1
0.1 -0.3 0.1
0.2 -0.1 -0.1
0.0 0.0 0.0
0.0 0.0 0.0
0.0 0.0 0.0
0.0 0.0 0.0

Properties
2S+1: 2
E_LUMO (spin up / spin down) in eV: -0.13 / -0.73
Expectation value of S²: 0.777
Charge: 0
Gap between HOMO and LUMO (spin up / spin down) in eV: 6.1 / 6.8

---

Record 4
One molecule with the formula C19H14N2O4, computed with the ωB97M-V functional and the def2-TZVPD basis.

Atoms and positions in Å:
O  -0.1173  2.6734  1.8790
C  -0.9347  2.0249  1.2771
O  -2.2356  1.9371  1.6073
C  -2.7573  2.6486  2.6801
C  -3.6962  1.9875  3.4624
C  -4.2968  2.6509  4.5154
C  -3.9621  3.9668  4.7904
C  -3.0295  4.6195  4.0035
C  -2.4240  3.9690  2.9419
C  -0.6245  1.2043  0.0783
C  -1.6201  0.6049  -0.6879
C  -1.2701  -0.1371  -1.8003
C  0.0609  -0.2831  -2.1527
C  1.0616  0.3054  -1.3883
C  2.5097  0.1419  -1.7730
O  2.7822  -1.1400  -2.3383
C  2.7294  -2.1755  -1.4862
O  2.4883  -2.0751  -0.3156
C  2.9986  -3.4604  -2.2015
C  2.8040  -3.6007  -3.5771
N  3.0459  -4.7441  -4.1948
C  3.4676  -5.7576  -3.4551
C  3.6369  -5.6293  -2.0795
N  3.4083  -4.4861  -1.4615
C  0.7129  1.0478  -0.2728
H  -3.9408  0.9618  3.2336
H  -5.0255  2.1372  5.1243
H  -4.4290  4.4821  5.6162
H  -2.7690  5.6462  4.2121
H  -1.6982  4.4789  2.3293
H  -2.6554  0.7239  -0.4101
H  -2.0368  -0.6046  -2.3998
H  0.3286  -0.8631  -3.0243
H  3.1459  0.2934  -0.8948
H  2.7866  0.8542  -2.5557
H  2.4514  -2.7831  -4.1891
H  3.6703  -6.6817  -3.9781
H  3.9674  -6.4508  -1.4595
H  1.4665  1.5126  0.3449

Atomic forces in eV per Å
-0.2 -0.2 -0.1
0.6 0.2 0.2
-0.4 0.0 0.0
-0.1 0.2 0.4
0.3 0.0 -0.3
0.0 0.1 0.0
-0.1 0.0 0.1
0.0 0.0 0.0
0.1 -0.1 -0.2
0.0 -0.1 -0.2
0.1 0.1 0.2
0.0 0.0 -0.1
0.0 0.1 0.1
0.0 -0.1 0.0
0.0 0.3 0.3
0.1 0.0 -0.3
-0.1 0.0 0.4
0.1 0.0 -0.2
0.0 -0.4 -0.4
0.1 0.2 0.3
0.0 -0.2 -0.3
0.0 0.0 0.1
0.0 0.0 -0.2
-0.1 0.3 0.3
-0.1 0.0 0.0
0.0 -0.1 0.0
-0.1 0.0 0.0
0.0 0.0 0.1
0.0 0.1 0.0
0.0 0.0 0.0
-0.1 0.0 0.0
-0.1 0.0 0.0
0.0 -0.1 -0.1
-0.1 0.0 -0.2
0.0 -0.1 0.1
0.0 0.1 0.0
0.0 -0.1 0.1
0.0 -0.1 0.0
0.1 0.0 0.1

Properties
Relative energy (zero: lowest compared OMol25 entry of this formula, charge and spin) in kcal/mol: 26.3
2S+1: 1
E_LUMO in eV: -0.09
SMILES string: O=C(Oc1ccccc1)c1cccc(COC(=O)c2cnccn2)c1
Charge: 0
Gap between HOMO and LUMO in eV: 9.1

---

no.,E_tot (Ha)
1,-850.98147
2,-1921.54817
3,-6053.10211
4,-1142.92424